Below is 2 unconnected molecules or ions with the total composition C3H4OS at a distorted geometry, with properties calculated with wB97M-V/def2-TZVPD.

CARTESIAN COORDINATES (ANGSTROEM)
1 C -1.5308 -0.7746 0.6433
2 C -0.8525 -1.5609 1.2036
3 C 1.2630 1.1895 -0.3349
4 O 0.3411 -0.1820 -2.2899
5 S 0.0680 0.9453 -1.4226
6 H -2.0707 -0.0013 0.1792
7 H -0.0419 -2.0835 1.6475
8 H 0.9238 2.0315 0.3835
9 H 1.9000 0.4359 -0.0097

The total energy is -589.98392 Ha. Its HOMO-LUMO gap is 9.368 eV. The calculation puts the energy above the lowest of the compared OMol25 structures with the same formula, charge and spin at 88.3 kcal/mol.